(1)
The following is a DFT calculation (ωB97M-V/def2-TZVPD) of a 9-piece molecular cluster, C5H27NO9 overall in a non-equilibrium geometry.

```
42
C5H27NO9 (ωB97M-V/def2-TZVPD)
C -1.327 0.103 0.852
C 0.158 0.089 0.807
C 0.588 0.838 -0.393
O 0.135 0.674 -1.561
N 1.695 1.634 -0.348
C 2.198 2.362 0.816
C 2.190 2.215 -1.607
H -1.860 1.048 0.733
H -1.785 -0.265 1.810
H -1.798 -0.524 0.106
H 0.781 0.373 1.660
H 0.703 -0.899 0.837
H 1.842 1.836 1.722
H 2.061 3.420 0.944
H 3.282 2.252 0.886
H 2.752 1.543 -2.330
H 2.733 3.157 -1.521
H 1.367 2.431 -2.338
O 1.446 -3.916 1.338
H 1.797 -3.568 0.494
H 0.544 -4.113 0.990
O -3.686 2.157 -0.546
H -3.262 2.508 -1.339
H -4.019 2.956 -0.119
O -1.037 -3.621 0.545
H -1.505 -2.930 1.048
H -1.795 -3.989 0.080
O -2.223 -0.650 -2.417
H -2.865 -0.203 -1.844
H -1.443 -0.246 -1.972
O -1.806 -3.383 -1.730
H -2.194 -2.605 -2.189
H -1.302 -3.847 -2.408
O 2.882 -0.125 2.716
H 2.563 -0.981 2.387
H 2.718 -0.252 3.657
O 0.988 -1.979 -1.221
H 0.163 -2.460 -1.346
H 0.803 -1.104 -1.658
O -0.760 3.070 1.229
H -0.264 3.887 1.337
H -1.457 3.109 1.893
```

HOMO energy   -9.39 eV
ΔE to the lowest compared entry with this formula, charge and spin   2.581 eV
Energy   -938.58195 Eh
Gap between HOMO and LUMO   9.48 eV

---

(2)
The following is a DFT calculation (ωB97M-V/def2-TZVPD) of a 9-piece molecular cluster, C5H29N2O8 overall in a non-equilibrium geometry.

```
44
C5H29N2O8 (ωB97M-V/def2-TZVPD)
C -0.969 1.016 3.113
C -0.568 0.806 1.666
C -0.214 -0.653 1.352
C 1.078 -1.106 2.031
N 2.785 -1.590 -0.318
C 2.916 -0.501 0.469
N 2.239 -0.307 1.613
H -1.836 0.445 3.401
H -0.145 0.740 3.787
H -1.171 2.028 3.335
H -1.439 1.075 0.975
H 0.280 1.462 1.353
H -1.041 -1.356 1.679
H -0.115 -0.799 0.210
H 1.294 -2.177 1.817
H 0.958 -0.983 3.108
H 1.990 -2.246 -0.183
H 3.260 -1.639 -1.242
H 3.712 0.309 0.169
H 2.353 0.549 2.047
H -3.380 -0.052 -1.491
H -4.033 -1.400 -1.086
O -3.319 -0.994 -1.526
H 2.207 2.245 0.459
H 2.981 3.199 1.469
O 2.785 2.249 1.216
H -3.753 2.065 -0.498
H -4.272 1.964 -1.924
O -3.617 1.660 -1.365
H 1.273 -0.186 -3.061
H 0.372 -1.033 -2.078
O 1.284 -0.575 -2.174
H 1.331 0.877 -1.270
H 0.445 2.164 -1.370
O 1.309 1.838 -0.981
H -1.081 -2.608 -2.771
H -1.783 -1.598 -1.792
O -0.917 -2.073 -2.028
H -0.129 -2.911 -0.789
H 0.121 -4.178 0.142
O 0.441 -3.265 -0.071
H -0.952 3.137 -2.922
H -1.776 2.058 -2.058
O -0.906 2.344 -2.412
```

HOMO energy   -12.93 eV
ΔE to the lowest compared entry with this formula, charge and spin   0.155 eV
Energy   -919.16535 Eh
Charge   +1
Gap between HOMO and LUMO   10.37 eV

---

(3)
The following is a DFT calculation (ωB97M-V/def2-TZVPD) of a 8-piece molecular cluster, C5H29N2O8 overall in a non-equilibrium geometry.

```
44
C5H29N2O8 (ωB97M-V/def2-TZVPD)
N 0.368 0.933 -0.571
C -0.865 0.086 -0.367
C -0.485 -1.451 -0.235
N 0.622 -1.569 -1.280
C 0.111 -2.286 -2.465
C 1.815 -2.215 -0.698
C 3.064 -1.664 -1.496
O 3.074 -0.246 -1.454
H 0.831 1.148 0.272
H 0.112 1.719 -1.169
H 1.061 0.359 -1.216
H -1.397 0.217 -1.314
H -1.439 0.292 0.599
H -0.084 -1.878 0.699
H -1.368 -2.165 -0.319
H -0.529 -1.648 -3.127
H 0.791 -3.040 -2.796
H -0.609 -3.027 -2.115
H 1.848 -3.266 -0.547
H 1.800 -2.027 0.367
H 3.836 -2.194 -0.967
H 2.942 -2.189 -2.498
H 3.923 -0.023 -1.033
H -4.222 1.125 -1.234
H -3.477 2.223 -0.308
O -3.385 1.388 -0.896
H 1.871 -0.875 2.390
H 0.563 -1.221 3.289
O 0.963 -0.671 2.650
H 3.488 2.436 0.696
H 2.208 1.995 1.413
O 2.826 1.754 0.661
H -2.089 -1.600 2.765
H -3.291 -1.886 1.821
O -2.486 -1.359 1.899
H -0.162 3.118 2.465
H 0.889 2.636 3.471
O 0.529 2.493 2.601
H -1.866 2.301 -1.812
H -1.361 3.762 -1.435
O -1.133 2.939 -1.858
H -3.461 2.626 1.964
H -2.908 0.962 1.700
O -2.919 1.987 1.486
```

HOMO energy   -11.75 eV
ΔE to the lowest compared entry with this formula, charge and spin   4.082 eV
Energy   -919.02103 Eh
Charge   +1
Gap between HOMO and LUMO   9.23 eV

---

(4)
The following is a DFT calculation (ωB97M-V/def2-TZVPD) of a 9-piece molecular cluster, C5H29N2O8S overall in a non-equilibrium geometry.

```
45
C5H29N2O8S (ωB97M-V/def2-TZVPD)
N -0.577 2.325 0.123
C -0.716 1.395 1.229
C -2.210 1.088 1.798
S -3.139 2.557 1.392
C 0.098 0.148 0.759
N 0.148 -0.783 1.904
C 1.376 -1.591 2.322
C 1.774 -2.856 1.519
H -0.967 2.016 -0.729
H -1.161 3.160 0.362
H -0.177 1.747 2.139
H -2.560 0.198 1.287
H -2.292 0.903 2.797
H 1.165 0.555 0.420
H -0.332 -0.456 -0.082
H -0.344 -0.521 2.715
H 1.023 -1.827 3.303
H 2.219 -0.834 2.410
H 2.250 -3.571 2.115
H 2.315 -2.668 0.573
H 0.877 -3.496 1.120
H 2.185 -1.509 -2.446
H 2.022 -1.221 -0.958
O 2.567 -0.991 -1.695
H -1.205 -2.234 1.449
H -2.466 -1.576 1.455
O -2.091 -2.473 1.157
H -2.837 -3.383 -1.556
H -2.013 -3.031 -0.189
O -2.011 -3.010 -1.237
H -0.623 -2.293 -1.934
H -0.498 -1.127 -2.879
O -0.008 -1.681 -2.290
H 1.625 2.609 0.224
H 2.458 2.248 -0.866
O 2.473 2.869 -0.112
H 2.105 0.557 -2.429
H 0.830 1.185 -3.229
O 1.661 1.050 -3.255
H -2.777 0.928 -3.436
H -2.232 0.454 -2.126
O -2.037 0.717 -2.944
H 4.154 -0.380 -0.285
H 4.937 0.921 -0.200
O 4.898 -0.003 0.220
```

HOMO energy   -3.31 eV
ΔE to the lowest compared entry with this formula, charge and spin   3.990 eV
Energy   -1317.47670 Eh
Charge   -1
Gap between HOMO and LUMO   5.86 eV